# 1
ORCA calculation (ωB97M-V with the def2-TZVPD basis set) on a structure of composition C31H35ClGeIKN6O3 at a distorted geometry.

Calculated values
LUMO: 0.1391 hartree
molar mass: 813.73 g/mol
total charge: -2
highest occupied orbital energy: -1.0 eV
DFT total energy: -5191.3682 Eh

```
79
Properties=species:S:1:pos:R:3:forces:R:3
I 5.4049 -1.0619 -1.2843 0.0 -0.1 -0.2
Ge -2.0534 -0.7809 -3.9908 0.1 -0.1 0.1
K 0.0417 -1.2891 -0.0339 -1.0 0.4 -0.4
Cl 5.8611 2.0964 3.4220 0.0 0.0 0.0
O 2.4745 -1.2677 -0.0363 0.6 0.0 -0.1
O -2.1191 -1.6543 4.2038 0.0 -0.1 0.0
O -0.8587 -4.2870 3.6016 0.0 0.0 0.1
N 0.4047 4.1732 -1.1172 0.0 0.0 0.0
N 1.3815 -0.2186 2.2312 0.3 -0.1 0.0
N -2.9293 -0.8135 0.8477 0.0 0.0 0.0
N -1.2215 -2.4516 2.1991 0.1 -0.3 0.0
N 0.5077 -3.8855 0.4576 0.1 -0.3 0.1
N 0.3146 1.7468 -0.3082 0.0 0.0 0.2
C 3.4832 0.8491 2.7819 0.1 0.1 0.1
C 5.3382 0.5521 1.2639 0.1 -0.1 -0.2
C 0.6043 -3.9615 1.7859 -0.1 0.0 0.1
C 1.7588 -4.4039 2.4247 0.0 0.0 0.0
C -3.2448 -2.1362 -3.1764 0.0 0.0 0.0
C -3.5712 0.2681 2.8784 0.0 0.0 0.0
C 1.4538 3.3726 -1.7650 0.0 0.0 0.0
C -0.9497 2.1013 -0.9485 0.0 -0.1 -0.1
C -2.2793 -1.1526 -5.9435 -0.1 0.0 -0.1
C 4.5572 -0.2503 0.4282 0.0 0.2 0.3
C 1.4027 1.9009 -1.2749 0.0 0.0 0.1
C 2.8556 -4.7492 1.6586 0.0 0.0 0.0
C -4.3477 1.1709 2.1747 0.0 0.0 0.1
C 2.6775 0.0493 1.9391 -0.1 -0.1 -0.1
C 2.7543 -4.6886 0.2783 0.0 0.0 -0.1
C -2.0228 -1.7213 2.9749 -0.1 0.3 0.0
C 2.8868 1.3554 3.9589 0.1 0.0 0.0
C 0.8655 0.2421 3.3420 0.0 0.1 0.1
C 0.5484 2.6364 0.8257 0.0 0.1 0.0
C -3.6902 0.0501 0.1819 0.0 0.0 0.0
C 1.5587 -4.2594 -0.2723 0.0 0.1 0.2
C -3.0201 0.9468 -3.8073 0.0 0.0 0.0
C -2.8747 -0.7127 2.1767 0.1 -0.2 0.0
C 0.6045 4.1092 0.3342 0.0 0.0 0.0
C -0.5934 -3.5572 2.6500 0.1 0.0 -0.1
C -0.3495 -0.7424 -3.1943 0.0 0.1 0.1
C -0.8999 3.5754 -1.4286 0.0 0.0 0.0
C -4.4176 1.0606 0.7943 0.0 0.0 -0.1
C 3.1973 -0.5564 0.6852 0.0 0.1 0.3
C 4.8301 1.0942 2.4085 -0.1 0.0 0.1
C 1.5881 1.0494 4.2427 -0.1 -0.1 0.0
H 1.4494 -4.1691 -1.3480 0.0 0.0 0.0
H -0.1622 -0.0260 3.5645 0.0 0.0 0.0
H 0.2330 -1.6467 -3.4100 0.0 0.0 0.0
H -4.2708 -2.0284 -3.5406 0.0 0.0 0.0
H -3.9662 0.9117 -4.3542 0.0 0.0 0.0
H 0.2193 0.1282 -3.5443 0.0 0.0 -0.1
H 6.3702 0.7463 0.9989 0.0 0.0 0.0
H 1.3033 3.4318 -2.8461 0.0 0.0 0.0
H 3.4743 1.9724 4.6265 0.0 0.0 0.0
H 3.7829 -5.0517 2.1316 0.0 0.0 0.0
H -3.2399 -2.0532 -2.0881 0.0 0.0 0.0
H -0.2567 2.4882 1.5508 0.0 0.0 0.0
H -3.4791 0.2795 3.9553 0.0 0.0 0.0
H -1.0979 1.4027 -1.7746 0.0 0.0 0.0
H -4.8933 1.9503 2.6953 0.0 0.0 0.0
H -1.0599 3.6409 -2.5078 0.0 0.0 0.0
H -2.4190 1.7656 -4.2120 0.0 0.0 0.0
H 3.5911 -4.9296 -0.3636 0.0 0.0 0.0
H -1.6712 4.1810 -0.9425 0.0 0.0 0.0
H -2.8969 -3.1412 -3.4273 0.0 0.0 0.0
H -1.7576 1.9395 -0.2299 0.0 0.0 0.0
H 2.3351 1.6018 -0.7887 0.0 0.0 0.0
H 2.4190 3.8346 -1.5389 0.0 0.0 0.0
H -3.2324 1.1782 -2.7615 0.0 0.0 0.0
H -3.3382 -1.1536 -6.2249 0.0 0.0 -0.1
H -1.8532 -2.1266 -6.1958 0.0 0.0 0.0
H -3.7074 -0.0627 -0.8975 0.0 0.0 0.0
H 1.1060 1.4093 5.1429 0.0 0.0 0.0
H 1.7659 -4.4511 3.5048 0.0 0.0 0.0
H -5.0065 1.7417 0.1931 0.0 0.0 0.0
H 1.2200 1.1998 -2.0877 0.0 0.0 0.0
H -0.1700 4.7201 0.8078 0.0 0.0 0.0
H 1.4820 2.3470 1.3109 0.0 0.0 0.0
H -1.7576 -0.3951 -6.5337 0.0 0.0 0.0
H 1.5714 4.5657 0.5652 0.0 0.0 0.0
```
Forces are in eV/Å.

# 2
ORCA calculation (ωB97M-V with the def2-TZVPD basis set) on a structure of composition C35H28F8O6Si2.

Calculated values
LUMO: -0.0411 hartree
molar mass: 752.76 g/mol
total charge: 0
highest occupied orbital energy: -9.8 eV
DFT total energy: -3179.9944 Eh

```
79
Properties=species:S:1:pos:R:3:forces:R:3
Si -0.9240 -3.8135 0.4498 0.0 0.2 0.2
Si -1.9230 -6.5474 0.8312 -0.2 0.0 0.3
F 4.3969 -5.0591 1.3652 -0.1 0.0 0.2
F 6.2378 -3.3972 -1.0891 -0.1 -0.1 0.5
F 7.2187 -4.8846 1.9441 0.0 0.1 -0.2
F 8.0536 -5.1065 -0.0780 -0.1 0.2 0.1
F 5.5584 -6.1408 -0.1249 0.0 -0.1 0.0
F 4.3177 -5.1468 -2.0982 0.0 0.0 -0.1
F 2.8395 -5.6430 -0.5691 0.0 0.0 -0.1
F 5.5845 -2.8229 0.9431 0.1 -0.3 -0.3
O 1.9049 -3.2506 -0.5335 0.0 -0.1 -0.1
O -1.9242 -4.9297 1.1710 0.3 -0.1 -0.4
O -5.7164 2.2783 -4.6717 0.0 0.0 0.0
O -1.8935 0.1310 -1.5880 0.0 -0.1 -0.1
O 1.6771 6.4574 1.6570 0.0 0.0 0.0
O -0.8358 2.2181 3.7743 0.0 0.0 0.0
C -0.2911 3.1862 3.2874 0.0 0.0 0.0
C 0.6856 5.4873 3.5645 0.0 0.0 0.0
C 0.1113 2.1320 -0.2987 0.1 0.1 0.0
C 0.0182 4.3903 4.1119 0.0 0.0 0.0
C -0.2139 2.1217 1.0473 0.0 -0.1 -0.1
C -6.4827 1.8041 -0.5866 0.0 0.0 0.0
C 0.7327 4.3260 1.2926 0.0 0.0 0.0
C -4.2897 0.8462 -0.3505 0.0 0.0 0.1
C -2.0513 1.3127 -6.4349 0.0 0.0 0.0
C 6.0345 -3.8626 0.1767 0.0 0.3 -0.1
C 0.5987 6.5982 5.6915 0.0 0.0 0.0
C -5.0568 1.6072 -2.5080 0.0 0.0 0.0
C -4.8450 1.8137 -3.9694 0.0 0.0 0.0
C 0.9773 6.5883 4.3602 0.0 0.0 0.1
C -2.7530 0.6331 -2.2839 0.0 0.0 0.1
C 0.6430 -3.7402 1.4796 0.3 0.0 0.0
C -5.4964 1.2306 0.2085 0.0 0.0 0.0
C 7.4070 -4.2626 0.7562 -0.1 -0.2 0.0
C 0.7426 3.2427 -0.8506 0.0 0.0 0.0
C 3.1952 -3.3405 -1.0563 -0.1 0.1 -0.1
C -1.0531 0.7719 -5.6317 0.0 0.0 0.0
C 1.0867 5.5084 2.1273 0.0 0.0 0.0
C 0.0894 3.2166 1.8466 0.0 0.1 0.0
C 4.9457 -4.9724 0.1436 0.1 0.2 -0.2
C -3.5188 1.4326 -4.5381 0.0 0.0 0.1
C -0.0735 5.5086 6.2349 0.0 0.0 0.0
C 3.8057 -4.7607 -0.9039 0.1 0.1 0.1
C -6.2654 1.9906 -1.9413 -0.1 0.0 0.1
C -2.5193 0.8831 -3.7330 -0.1 0.0 0.0
C -4.0648 1.0349 -1.7088 0.0 0.0 0.0
C -1.2870 0.5543 -4.2848 0.0 0.0 -0.1
C 1.8198 -2.9852 0.8685 0.1 0.1 0.2
C -0.3611 4.4064 5.4485 0.0 0.0 0.1
C -3.2809 1.6420 -5.8904 0.0 0.0 -0.1
C 1.0560 4.3346 -0.0587 0.0 0.0 -0.1
H 1.5503 5.2019 -0.4743 0.0 0.0 0.0
H -0.0927 0.5169 -6.0600 0.0 0.0 0.0
H -4.0660 2.0645 -6.5021 0.0 0.0 0.0
H -0.1353 1.2781 -0.9126 0.0 0.0 0.0
H 3.1308 -3.1624 -2.1355 0.0 -0.1 0.2
H -7.0244 2.4332 -2.5713 0.0 0.0 0.0
H -7.4236 2.1065 -0.1463 0.0 0.0 0.0
H -3.3215 -7.0154 0.8444 0.0 0.0 0.0
H 0.8260 7.4568 6.3096 0.0 0.0 0.0
H 2.7508 -3.2874 1.3635 -0.1 0.1 -0.1
H -1.8681 1.4766 -7.4885 0.0 0.0 0.0
H -3.5140 0.3991 0.2557 0.0 0.0 0.0
H 3.8540 -2.5778 -0.6331 0.0 -0.1 0.0
H -0.3724 5.5209 7.2748 0.0 0.0 0.0
H 0.9468 -4.7772 1.6847 -0.1 0.1 -0.1
H -5.6700 1.0841 1.2662 0.0 0.0 0.0
H -0.7106 1.2679 1.4881 0.0 0.0 0.0
H 1.4984 7.4286 3.9227 0.0 0.0 0.0
H -1.3158 -6.8207 -0.4875 0.0 0.1 0.0
H -0.6400 -4.2311 -0.9334 0.0 -0.1 0.0
H -0.8783 3.5497 5.8577 0.0 0.0 0.0
H -1.6127 -2.5070 0.4165 0.0 0.0 0.1
H 8.0045 -3.3547 0.8995 0.0 -0.1 0.0
H -1.1331 -7.2674 1.8522 0.0 0.0 0.0
H -0.5240 0.1232 -3.6511 0.0 0.0 0.0
H 0.4237 -3.2842 2.4520 -0.1 -0.1 -0.1
H 0.9880 3.2553 -1.9050 0.0 0.0 0.0
H 1.7117 -1.9005 1.0139 0.0 -0.1 -0.1
```
Forces are in eV/Å.

# 3
ORCA calculation (ωB97M-V with the def2-TZVPD basis set) on a structure of composition C53H72N9O2SY at a distorted geometry.

Calculated values
LUMO: -0.0121 hartree
molar mass: 988.19 g/mol
total charge: 0
highest occupied orbital energy: -7.1 eV
DFT total energy: -3142.7753 Eh

```
138
Properties=species:S:1:pos:R:3:forces:R:3
Y 0.6433 1.4839 1.5710 0.5 0.6 0.3
S 2.5874 2.1582 -0.4821 0.2 0.3 0.1
O -0.2488 2.8571 0.1508 -0.5 0.4 -0.4
O 0.1066 -0.4089 2.3068 -0.4 -0.9 0.4
N 2.8855 2.4335 2.5116 0.0 -0.3 0.1
N 4.5433 3.8711 -0.2101 0.1 0.1 0.0
N -2.0913 1.4039 1.7955 0.1 -0.1 0.1
N 1.9376 -0.5254 0.1634 -0.3 -0.3 -0.1
N 2.7347 -6.8108 -3.6356 0.0 -0.1 0.0
N 1.1887 1.1209 4.1661 0.1 0.1 -0.2
N 3.7798 3.1169 1.7669 0.4 0.6 0.2
N -0.3183 3.6377 3.1567 0.2 0.0 -0.3
N 1.8168 -5.0201 -4.8895 0.0 0.2 -0.1
C -1.7690 3.6323 2.9174 -0.1 -0.1 -0.1
C 1.0488 -3.3440 2.2736 0.1 0.0 0.0
C 0.1561 4.1369 -2.7264 0.1 0.0 0.1
C 3.2445 2.2809 3.7517 0.2 0.2 -0.3
C -3.0834 0.7045 -4.2839 0.0 0.0 -0.1
C -4.2228 -3.6397 -1.1621 0.1 0.0 0.0
C -4.2876 -0.1447 -3.8736 0.1 0.1 0.0
C -2.3895 2.2392 2.9709 0.0 0.2 0.0
C -2.5652 0.0294 2.0559 0.1 0.0 0.0
C -2.1405 1.7825 -0.7265 0.1 0.1 0.1
C -0.0837 -2.6805 1.4666 0.1 0.2 0.1
C -2.9664 -5.5066 -0.1128 0.0 0.1 0.0
C 1.9318 -4.1898 -3.8411 0.1 -0.3 0.0
C 0.3193 4.7539 2.4347 0.0 0.1 0.0
C -0.9493 2.5233 -0.9257 -0.3 0.1 -0.4
C 1.4044 -1.7506 -3.3219 -0.1 0.0 0.0
C 0.3668 -4.3832 3.1856 0.0 0.0 0.0
C 4.0376 -1.2811 -0.6822 0.1 -0.1 0.0
C 1.3539 3.7136 -3.5889 -0.1 0.0 0.1
C 2.8318 -5.9932 -2.5918 0.0 0.1 0.1
C -1.3543 2.2474 -3.2801 0.0 -0.1 0.0
C -0.6722 2.9181 -2.2654 0.1 0.0 0.2
C 4.5722 2.7498 4.2772 -0.2 0.0 -0.1
C -0.8258 -3.4959 0.6128 -0.1 0.0 0.0
C 0.5355 0.3788 6.3428 0.1 0.1 0.0
C 0.6436 5.0336 -1.5809 0.0 -0.2 0.0
C -2.8032 1.9342 0.6156 0.2 0.0 -0.2
C 0.3439 0.4973 4.9768 -0.1 -0.2 0.0
C -2.3938 1.3466 -3.0830 -0.1 0.0 0.0
C -0.0586 3.8286 4.5821 0.0 -0.1 0.1
C 3.6610 3.0893 0.4557 -0.3 -0.2 -0.2
C -2.0752 -3.1624 0.0924 0.0 -0.1 0.0
C 2.0472 -4.0706 1.3650 -0.1 0.1 -0.1
C -3.5925 1.8052 -5.2303 0.0 0.0 0.0
C 2.4488 -4.6647 -2.6364 -0.1 0.0 -0.1
C -2.0840 -0.1971 -5.0212 -0.1 0.0 0.0
C 3.2504 -0.7121 0.2992 0.0 0.0 0.1
C -0.5635 -1.3660 1.6922 -0.4 -0.6 -0.2
C 1.4139 -2.8390 -4.0939 -0.2 0.2 0.1
C 2.0682 -1.4990 -2.0283 0.1 0.1 0.1
C -2.6212 -1.9577 0.5149 -0.1 0.0 0.1
C 2.3165 1.6301 4.6751 -0.2 -0.2 0.3
C 3.4403 -1.6623 -1.8713 -0.1 0.0 0.0
C -2.8242 -4.1444 -0.8079 0.0 0.0 0.0
C 2.5893 1.5544 6.0446 0.0 0.0 -0.1
C -2.0358 -4.3208 -2.1080 0.0 0.0 0.0
C 1.3586 -0.9329 -0.9642 0.2 0.2 -0.1
C 1.6842 0.9345 6.8845 -0.1 -0.1 0.0
C 1.8470 -2.4035 3.1840 -0.1 0.0 -0.1
C -1.8953 -1.0917 1.3114 0.2 0.2 0.1
C -0.7679 5.0215 -3.5889 0.0 0.0 0.0
C -2.8256 1.1914 -1.7729 0.0 -0.1 0.0
C 2.2251 -6.2689 -4.7360 0.0 0.0 0.1
H 0.9176 -2.7777 -5.0554 0.0 0.0 0.0
H 2.8468 -4.5079 1.9676 0.0 0.0 0.0
H -1.7616 -1.0119 -4.3672 0.0 0.0 0.0
H 1.0328 3.1013 -4.4346 0.0 0.0 0.0
H 2.4978 -3.3692 0.6604 0.0 0.0 -0.1
H -1.0232 -4.6603 -1.8965 0.1 0.0 0.0
H -0.4668 4.7882 4.9279 0.0 0.0 0.0
H 2.0605 3.1419 -2.9954 0.1 -0.1 0.0
H -3.4783 2.3581 3.0849 0.0 -0.1 0.1
H 3.2317 -6.4208 -1.6779 0.0 0.0 0.0
H 4.0274 -2.0602 -2.6899 0.0 0.0 0.0
H 1.0137 3.8350 4.7657 0.0 0.0 0.0
H -4.8435 -3.5205 -0.2715 0.0 0.0 0.0
H 3.6889 -0.3530 1.2238 0.0 0.0 0.0
H -4.7124 -4.3548 -1.8254 0.0 0.0 0.0
H -3.5666 -6.1824 -0.7267 0.0 0.0 0.0
H 1.2853 4.4893 -0.8985 0.1 0.0 0.1
H 5.1893 4.4569 0.2887 0.0 -0.1 0.1
H -3.8096 1.5005 0.5706 0.0 0.0 0.0
H -4.1992 1.3736 -6.0303 0.0 0.0 0.0
H 4.5186 3.8732 -1.2117 0.0 0.1 0.0
H 5.0424 1.9757 4.8844 0.0 0.0 0.0
H -3.7202 0.6236 -1.5421 0.0 0.0 0.0
H -4.7511 -0.5771 -4.7621 0.0 0.0 0.0
H 1.8571 4.6027 -3.9805 0.0 0.0 0.0
H 4.4423 3.6454 4.8909 0.1 0.0 0.0
H -1.9696 -3.3694 -2.6392 0.0 0.0 -0.1
H -2.5137 -5.0542 -2.7636 0.0 0.0 0.0
H -0.3555 -3.8885 3.8383 0.0 0.0 0.0
H 1.5665 -4.8783 0.8116 0.1 0.0 -0.1
H -3.9868 -0.9630 -3.2191 0.0 0.0 0.1
H 2.1282 -6.9181 -5.6000 0.0 0.0 0.0
H 5.1052 -1.3780 -0.5413 0.0 0.0 0.1
H -0.5070 3.0305 5.1725 0.0 0.0 0.0
H -2.4037 -0.1705 3.1194 0.0 0.0 0.0
H -0.1885 -0.1375 6.9570 0.0 0.0 0.0
H -0.2835 5.9828 -3.7745 0.0 0.0 0.0
H -1.0762 2.4816 -4.3013 0.0 0.0 0.0
H 3.4954 1.9800 6.4495 0.0 0.0 0.0
H -2.9361 3.0078 0.7532 0.0 0.0 0.0
H -3.4543 -5.3941 0.8573 0.0 0.0 0.0
H 2.3137 -1.5981 2.6222 0.0 0.0 0.1
H -0.5167 0.0475 4.4961 0.0 0.0 0.0
H -2.2758 4.2565 3.6650 0.0 0.1 0.0
H 2.5314 -4.0388 -1.7654 0.0 0.0 0.1
H -3.6465 -1.6977 0.2771 0.0 0.0 0.0
H 0.1187 4.6641 1.3695 0.0 0.0 0.0
H -1.9963 -5.9791 0.0475 0.0 0.0 0.0
H -0.4285 -4.4802 0.3878 0.0 0.0 0.0
H -0.9952 4.5683 -4.5548 0.0 0.0 0.0
H -1.9541 4.0792 1.9428 0.0 0.0 0.0
H -5.0386 0.4600 -3.3618 0.0 0.0 0.0
H 0.8665 -0.8861 -3.7040 0.0 0.0 0.0
H 1.3981 4.7135 2.5930 0.0 0.0 0.0
H -2.0205 1.7215 3.8592 0.0 0.0 0.0
H -4.1679 -2.6820 -1.6804 -0.1 0.0 0.0
H 0.2910 -0.7429 -1.0605 0.0 -0.1 0.0
H -2.5405 -0.6343 -5.9130 0.0 0.0 0.0
H -3.6467 -0.0287 1.8795 0.0 0.0 0.1
H -0.0490 5.7251 2.7941 0.0 0.0 0.0
H 1.2045 5.8745 -1.9976 -0.1 0.0 0.0
H -0.2069 5.4299 -1.0195 0.0 0.0 0.0
H -1.2000 0.3639 -5.3291 0.0 0.0 0.0
H 1.2061 -1.9557 3.9414 0.0 0.1 0.0
H -4.2086 2.5161 -4.6766 0.0 0.0 0.0
H 1.1067 -4.8963 3.8060 0.0 0.0 0.0
H -1.7122 5.2039 -3.0719 0.0 0.0 0.0
H 2.6278 -2.9787 3.6896 0.0 0.0 0.0
H 5.2120 2.9973 3.4390 0.1 0.0 0.0
H 1.8771 0.8734 7.9478 0.0 0.0 0.0
H -2.7720 2.3574 -5.6897 0.0 0.0 0.0
H -0.1734 -5.1269 2.5985 0.0 0.0 0.0
```
Forces are in eV/Å.

# 4
ORCA calculation (ωB97M-V with the def2-TZVPD basis set) on a cluster of 2 separate species, C6H11NO in total at a distorted geometry.

Calculated values
SMILES: CCc1cc[nH]c1.O
LUMO: 0.0305 hartree
molar mass: 113.16 g/mol
total charge: 0
highest occupied orbital energy: -8.2 eV
DFT total energy: -365.1838 Eh

```
19
Properties=species:S:1:pos:R:3:forces:R:3
O -2.1645 -2.1788 -1.7088 -0.7 0.1 -0.9
N -1.5908 0.4277 0.0198 -1.7 1.8 -0.3
C -1.2767 0.1453 1.3056 2.1 -0.6 -0.4
C 2.8741 -0.3267 0.2098 1.0 1.5 -0.5
C -0.5268 0.9859 -0.6624 1.6 -1.9 0.6
C 2.0928 0.9917 -0.0524 -1.8 -1.9 0.3
C 0.1137 0.1740 1.3529 -1.1 -0.1 0.3
C 0.5981 0.6834 0.1070 -0.1 0.7 0.6
H 2.7821 -1.0860 -0.5537 -0.5 -0.1 -0.2
H 2.5967 -0.7226 1.1767 0.2 -0.2 0.2
H 0.6457 -0.2393 2.1979 0.3 0.5 0.0
H -1.3733 -2.0563 -1.1932 0.1 -0.1 0.7
H 2.2915 1.6465 0.7937 0.5 0.5 -0.5
H 2.2815 1.3771 -1.0497 0.3 0.4 0.2
H -2.5436 0.3903 -0.3008 0.1 0.4 -0.2
H -0.5067 1.3010 -1.6899 -0.5 0.0 -0.1
H 3.9362 -0.0282 0.1816 -0.2 -0.4 0.4
H -2.8604 -2.6181 -1.2080 0.5 0.1 0.3
H -1.9731 0.0697 2.1205 -0.3 -0.5 -0.2
```
Forces are in eV/Å.